{"formula": "C31H36BCrN10Se", "method": "ωB97M-V/def2-TZVPD", "elements": ["Cr", "C", "C", "N", "N", "C", "B", "N", "C", "C", "C", "N", "N", "C", "C", "C", "N", "N", "C", "C", "C", "N", "H", "H", "H", "H", "H", "H", "H", "H", "H", "H", "H", "H", "Se", "C", "N", "C", "C", "C", "C", "C", "C", "C", "C", "N", "C", "C", "C", "C", "C", "C", "C", "C", "C", "C", "H", "H", "H", "H", "H", "H", "H", "H", "H", "H", "H", "H", "H", "H", "H", "H", "H", "H", "H", "H", "H", "H", "H", "H"], "xyz": [[0.760, 0.771, 0.957], [1.433, 3.925, -1.986], [0.638, 3.406, -0.963], [1.115, 2.241, -0.546], [2.224, 1.982, -1.286], [2.430, 2.992, -2.151], [3.176, 0.806, -0.952], [2.418, -0.554, -0.985], [2.394, -1.519, -1.916], [1.674, -2.590, -1.427], [1.271, -2.181, -0.159], [1.719, -0.962, 0.109], [3.690, 0.971, 0.523], [4.889, 0.828, 1.116], [4.746, 1.002, 2.474], [3.379, 1.227, 2.649], [2.758, 1.188, 1.480], [4.304, 0.868, -1.974], [5.597, 1.259, -1.927], [6.119, 1.191, -3.194], [5.050, 0.736, -3.978], [3.969, 0.551, -3.250], [1.299, 4.841, -2.524], [-0.255, 3.817, -0.521], [3.262, 2.962, -2.828], [2.895, -1.376, -2.852], [1.481, -3.524, -1.919], [0.673, -2.695, 0.574], [5.774, 0.582, 0.558], [5.515, 0.966, 3.220], [2.814, 1.392, 3.550], [6.060, 1.630, -1.031], [7.116, 1.449, -3.498], [5.020, 0.543, -5.035], [-1.431, 2.232, 2.307], [-2.114, 3.510, 1.167], [-2.562, 4.264, 0.416], [0.774, -1.232, 5.162], [-0.298, -1.479, 4.145], [-1.299, -2.425, 4.346], [-2.286, -2.633, 3.388], [-3.364, -3.656, 3.615], [-2.288, -1.890, 2.215], [-1.297, -0.928, 1.965], [-0.319, -0.766, 2.959], [-1.172, -0.111, 0.842], [-2.132, -0.150, -0.262], [-3.566, 0.187, 0.166], [-4.489, 0.173, -1.057], [-4.031, 1.244, -2.050], [-2.603, 0.933, -2.495], [-2.567, -0.431, -3.181], [-3.020, -1.503, -2.190], [-4.444, -1.203, -1.721], [-2.074, -1.511, -0.984], [-1.685, 0.911, -1.276], [0.624, -1.852, 6.044], [0.783, -0.190, 5.484], [1.758, -1.465, 4.752], [-1.318, -3.000, 5.263], [-3.286, -4.093, 4.608], [-3.298, -4.465, 2.886], [-4.353, -3.210, 3.519], [-3.074, -2.071, 1.499], [0.453, 0.015, 2.882], [-3.563, 1.179, 0.625], [-3.944, -0.506, 0.920], [-5.509, 0.390, -0.725], [-4.070, 2.230, -1.580], [-4.694, 1.264, -2.919], [-2.251, 1.707, -3.185], [-1.556, -0.655, -3.532], [-3.220, -0.426, -4.058], [-2.986, -2.486, -2.668], [-4.778, -1.974, -1.019], [-5.129, -1.228, -2.573], [-1.048, -1.682, -1.314], [-2.338, -2.333, -0.317], [-1.683, 1.888, -0.792], [-0.658, 0.699, -1.585]], "mulliken_spin": [4.00, 0.00, 0.04, 0.00, 0.04, 0.02, -0.05, -0.05, 0.02, -0.01, 0.03, 0.04, -0.02, 0.02, -0.01, 0.01, -0.06, 0.00, 0.00, 0.00, 0.00, 0.00, 0.00, 0.00, 0.00, 0.00, 0.00, 0.00, 0.00, 0.00, 0.01, 0.00, 0.00, 0.00, 0.30, -0.03, 0.06, 0.01, 0.08, 0.12, -0.06, 0.00, 0.05, -0.11, 0.20, 0.57, -0.29, 0.01, 0.00, 0.00, 0.01, 0.00, 0.00, 0.00, 0.08, 0.10, 0.00, 0.00, 0.00, 0.00, 0.00, 0.00, 0.00, 0.02, -0.14, 0.01, 0.00, 0.00, 0.00, 0.00, 0.00, 0.00, 0.00, 0.00, 0.00, 0.00, -0.02, 0.01, -0.02, 0.00], "spin_multiplicity": 6, "homo_energy_ha": [-0.27604, -0.28280], "s_squared": 8.777, "relative_energy_kj_mol": 80.3, "energy_ev": -142080.2257, "fmax_ev_per_a": 0.7, "lumo_energy_ev": [0.4840, -1.7128]}



{"formula": "CH3FO2S", "method": "ωB97M-V/def2-TZVPD", "elements": ["C", "O", "O", "F", "S", "H", "H", "H"], "xyz": [[0.798, 0.216, -0.313], [-1.094, -1.440, 0.518], [-1.754, 0.728, -0.516], [1.618, 0.120, 0.740], [-0.905, -0.036, 0.300], [0.992, -1.102, -1.206], [0.980, 1.110, -1.053], [-0.636, 0.404, 1.529]], "nbo_charge": [-0.19, -0.92, -0.91, -0.34, 2.00, 0.16, 0.22, -0.02], "spin_multiplicity": 1, "homo_energy_ha": -0.41491, "relative_energy_kj_mol": 284.5, "energy_ev": -18729.5558, "fmax_ev_per_a": 5.0, "lumo_energy_ev": 0.3315}



{"formula": "C2H4N2O2S", "method": "ωB97M-V/def2-TZVPD", "elements": ["C", "C", "H", "H", "H", "H", "N", "N", "O", "O", "S"], "xyz": [[0.948, 0.463, 0.432], [-1.593, -0.874, 0.210], [-0.207, -0.499, -1.907], [2.107, 0.224, -1.259], [2.780, 0.706, 0.870], [-2.597, -1.024, 0.646], [1.142, 0.300, -0.920], [1.867, 0.604, 1.295], [0.228, 0.365, -1.924], [-1.214, -1.566, -0.711], [-0.712, 0.396, 1.016]], "nbo_charge": [0.26, 0.23, 0.49, 0.37, 0.34, 0.16, -0.34, -0.69, -0.53, -0.58, 0.28], "spin_multiplicity": 1, "homo_energy_ha": -0.34276, "relative_energy_kj_mol": 250.1, "energy_ev": -20046.8912, "fmax_ev_per_a": 1.9, "lumo_energy_ev": 0.4241, "smiles": "[H]/N=C(\\NO)SC=O"}



{"formula": "C3H6NO2", "method": "ωB97M-V/def2-TZVPD", "elements": ["C", "C", "N", "H", "H", "H", "H", "H", "O", "C", "O", "H"], "xyz": [[-1.789, -0.117, 1.398], [-1.334, -0.019, 0.168], [-1.143, 1.208, -0.511], [-2.130, 0.705, 2.005], [-1.730, -1.090, 1.869], [-1.055, -0.943, -0.326], [-0.139, 1.382, -0.491], [-1.389, 1.138, -1.488], [3.679, -0.015, -1.170], [2.676, -0.549, -0.679], [1.529, -0.093, -0.494], [2.825, -1.606, -0.281]], "nbo_charge": [-0.47, 0.04, -0.89, 0.18, 0.18, 0.17, 0.42, 0.35, -0.78, 0.64, -0.83, -0.03], "spin_multiplicity": 1, "homo_energy_ha": -0.15087, "relative_energy_kj_mol": 118.2, "charge": -1, "energy_ev": -8793.9917, "fmax_ev_per_a": 0.7, "lumo_energy_ev": 4.1713}



{"formula": "C3H9OPS2", "method": "ωB97M-V/def2-TZVPD", "elements": ["C", "C", "C", "O", "P", "S", "S", "H", "H", "H", "H", "H", "H", "H", "H", "H"], "xyz": [[0.448, 1.716, -0.806], [-0.213, 0.467, -1.370], [-1.066, -0.015, -0.161], [-1.087, -1.089, 2.421], [-0.158, -0.537, 1.409], [1.444, -1.969, 1.083], [0.979, -3.651, 1.898], [-0.272, 2.302, -0.321], [1.391, 1.568, -0.326], [0.784, 2.244, -1.722], [-0.832, 0.761, -2.212], [0.481, -0.309, -1.441], [-1.677, 0.735, 0.193], [-1.791, -0.789, -0.151], [0.586, 0.548, 1.738], [0.985, -1.982, -0.233]], "nbo_charge": [-0.62, -0.40, -0.72, -1.04, 1.51, 0.15, -0.42, 0.21, 0.21, 0.22, 0.23, 0.20, 0.23, 0.25, -0.10, 0.09], "spin_multiplicity": 1, "homo_energy_ha": -0.31083, "relative_energy_kj_mol": 359.5, "energy_ev": -36262.2043, "fmax_ev_per_a": 3.8, "lumo_energy_ev": 0.2156}



{"formula": "C8H11N3O", "method": "ωB97M-V/def2-TZVPD", "elements": ["C", "C", "C", "C", "C", "C", "C", "C", "N", "N", "N", "O", "H", "H", "H", "H", "H", "H", "H", "H", "H", "H", "H"], "xyz": [[-2.441, -1.863, 0.516], [-2.449, -1.063, -0.599], [-1.390, -1.893, 1.441], [-1.332, -0.191, -0.877], [-0.433, -0.933, 1.228], [-0.315, -0.099, 0.066], [1.382, 0.402, 1.857], [2.044, 0.100, -0.680], [0.574, -0.586, 2.149], [0.851, 0.615, 0.036], [0.719, 2.050, -0.373], [2.138, 1.195, 2.190], [-3.323, -2.463, 0.773], [-3.373, -1.009, -1.194], [-1.342, -2.613, 2.286], [-1.415, 0.539, -1.676], [2.550, -0.658, -0.057], [1.612, -0.427, -1.540], [2.726, 0.854, -0.980], [0.629, -1.239, 2.963], [1.576, 2.263, 0.165], [-0.194, 2.449, -0.054], [0.728, 2.219, -1.377]], "nbo_charge": [-0.12, -0.18, -0.20, -0.15, 0.16, -0.03, 0.92, -0.46, -0.60, -0.18, -0.54, -0.38, 0.27, 0.27, 0.27, 0.23, 0.27, 0.26, 0.25, 0.50, 0.48, 0.48, 0.47], "spin_multiplicity": 1, "homo_energy_ha": -0.62559, "relative_energy_kj_mol": 91.6, "charge": 2, "energy_ev": -14971.9837, "fmax_ev_per_a": 4.8, "lumo_energy_ev": -8.0411}



{"formula": "C6H9Cl", "method": "ωB97M-V/def2-TZVPD", "elements": ["C", "C", "C", "C", "C", "C", "H", "H", "H", "H", "H", "H", "H", "H", "H", "Cl"], "xyz": [[2.202, 0.671, 0.126], [1.027, -0.240, -0.051], [-0.273, 0.074, -0.140], [-0.754, 1.461, -0.123], [-1.391, -0.906, -0.429], [-1.617, -1.953, 0.347], [1.964, 1.779, 0.171], [2.965, 0.481, -0.642], [2.711, 0.391, 1.044], [-1.340, 1.601, 0.793], [-1.408, 1.643, -0.982], [-0.014, 2.279, -0.104], [-2.183, -0.572, -1.126], [-2.560, -2.494, 0.284], [-0.869, -2.307, 1.081], [1.539, -1.907, -0.248]], "nbo_charge": [-0.66, 0.01, -0.07, -0.63, -0.21, -0.36, 0.22, 0.23, 0.23, 0.22, 0.22, 0.22, 0.21, 0.20, 0.21, -0.03], "spin_multiplicity": 1, "homo_energy_ha": -0.31721, "relative_energy_kj_mol": 21.4, "energy_ev": -18889.1944, "fmax_ev_per_a": 1.9, "lumo_energy_ev": 1.0171, "smiles": "C=C/C(C)=C(/C)Cl"}



{"formula": "C38H39CrNO2P2Si", "method": "ωB97M-V/def2-TZVPD", "elements": ["C", "C", "C", "C", "C", "C", "C", "C", "C", "C", "C", "C", "C", "H", "H", "H", "H", "H", "H", "H", "N", "Cr", "C", "H", "H", "C", "H", "H", "P", "P", "C", "H", "H", "H", "C", "H", "H", "H", "C", "H", "H", "H", "C", "H", "H", "H", "C", "O", "H", "O", "Si", "C", "C", "C", "C", "C", "C", "C", "C", "C", "C", "C", "C", "C", "C", "C", "C", "C", "C", "H", "H", "H", "H", "H", "H", "H", "H", "H", "H", "H", "H", "H", "H", "H"], "xyz": [[-1.680, 2.868, -3.711], [-1.313, 1.722, -3.007], [0.067, 1.441, -2.847], [1.038, 2.353, -3.279], [0.653, 3.527, -3.935], [-0.703, 3.767, -4.167], [2.439, 2.038, -2.847], [2.743, 0.574, -2.963], [1.713, -0.280, -2.549], [1.928, -1.679, -2.448], [3.166, -2.187, -2.837], [4.187, -1.332, -3.275], [3.989, 0.050, -3.323], [-2.742, 3.080, -3.875], [1.420, 4.241, -4.252], [-1.015, 4.675, -4.685], [3.179, 2.656, -3.363], [3.337, -3.267, -2.779], [5.151, -1.754, -3.563], [4.788, 0.731, -3.633], [0.475, 0.267, -2.224], [0.078, 0.167, -0.186], [-2.334, 0.766, -2.428], [-2.202, -0.258, -2.812], [-3.356, 1.100, -2.651], [0.794, -2.581, -2.005], [-0.070, -2.509, -2.687], [1.121, -3.629, -1.966], [-2.163, 0.676, -0.597], [0.160, -2.154, -0.337], [1.364, -2.934, 0.766], [1.046, -2.806, 1.809], [1.454, -4.004, 0.526], [2.341, -2.449, 0.661], [-1.337, -3.167, -0.156], [-1.068, -4.234, -0.193], [-1.802, -2.949, 0.814], [-2.053, -2.936, -0.956], [-2.652, 2.345, -0.083], [-3.591, 2.630, -0.579], [-2.786, 2.365, 1.006], [-1.870, 3.063, -0.360], [-3.541, -0.376, -0.073], [-3.484, -0.517, 1.014], [-4.490, 0.124, -0.320], [-3.500, -1.355, -0.566], [-0.498, -0.170, 1.679], [-0.889, -0.463, 2.741], [2.407, 2.208, -1.718], [1.438, 1.555, 0.132], [2.159, 1.757, 1.556], [1.028, 2.542, 2.831], [1.509, 2.855, 4.110], [0.665, 3.476, 5.043], [-0.647, 3.793, 4.694], [-1.118, 3.529, 3.400], [-0.260, 2.923, 2.467], [2.886, 0.174, 2.214], [3.852, -0.513, 1.465], [4.471, -1.654, 1.992], [4.097, -2.127, 3.256], [3.109, -1.464, 3.983], [2.498, -0.318, 3.461], [3.549, 3.002, 1.456], [4.860, 2.705, 1.843], [5.805, 3.733, 1.965], [5.449, 5.058, 1.694], [4.150, 5.350, 1.258], [3.213, 4.318, 1.117], [2.538, 2.622, 4.382], [1.041, 3.710, 6.040], [-1.316, 4.260, 5.422], [-2.138, 3.788, 3.112], [-0.610, 2.762, 1.441], [4.135, -0.155, 0.469], [5.241, -2.167, 1.413], [4.576, -3.020, 3.666], [2.805, -1.832, 4.967], [1.729, 0.199, 4.035], [5.144, 1.676, 2.069], [6.824, 3.490, 2.274], [6.183, 5.860, 1.806], [3.865, 6.377, 1.024], [2.202, 4.545, 0.769]], "mulliken_spin": [0.01, -0.04, 0.01, -0.05, 0.01, -0.01, 0.01, -0.03, 0.02, -0.04, 0.01, -0.01, 0.01, 0.00, 0.00, 0.00, 0.00, 0.00, 0.00, 0.00, 0.05, 3.12, 0.00, 0.00, 0.00, -0.02, -0.01, 0.00, -0.14, -0.14, 0.01, 0.00, 0.00, 0.00, 0.03, 0.00, 0.00, 0.00, 0.00, 0.00, 0.00, -0.01, 0.02, 0.00, 0.00, 0.00, 0.05, 0.07, 0.00, 0.08, -0.09, 0.00, 0.00, 0.00, 0.00, 0.00, 0.04, 0.06, -0.01, 0.00, 0.00, 0.00, 0.00, 0.00, 0.00, 0.00, 0.00, 0.00, 0.00, 0.00, 0.00, 0.00, 0.00, -0.01, 0.00, 0.00, 0.00, 0.00, 0.00, 0.00, 0.00, 0.00, 0.00, 0.00], "spin_multiplicity": 4, "homo_energy_ha": [-0.35837, -0.35650], "s_squared": 3.824, "charge": 1, "energy_ev": -100498.9111, "fmax_ev_per_a": 6.5, "lumo_energy_ev": [-4.2854, -4.5929]}



{"formula": "C17H14BrCoNO2S2", "method": "ωB97M-V/def2-TZVPD", "elements": ["C", "C", "C", "H", "C", "C", "H", "H", "H", "H", "Co", "Br", "C", "C", "C", "H", "C", "C", "H", "H", "H", "H", "O", "S", "O", "N", "C", "S", "C", "C", "C", "C", "C", "C", "H", "H", "H", "H"], "xyz": [[-1.125, 2.567, -1.221], [0.087, 2.066, -0.630], [0.242, 0.717, -1.004], [0.849, 2.664, -0.143], [-0.946, 0.269, -1.594], [-1.836, 1.389, -1.766], [-2.718, 1.333, -2.352], [-1.434, 3.601, -1.376], [1.072, 0.065, -0.842], [-1.160, -0.747, -1.826], [-1.730, 1.457, 0.212], [-2.298, -0.952, 0.968], [-3.724, 1.130, 1.430], [-4.163, 1.578, 0.133], [-3.600, 2.845, -0.117], [-4.941, 1.088, -0.449], [-2.699, 3.175, 0.972], [-2.728, 2.096, 1.907], [-2.302, 2.087, 2.917], [-4.275, 0.394, 2.044], [-3.902, 3.506, -0.918], [-2.272, 4.159, 1.170], [0.450, -3.764, -1.111], [0.893, -3.483, 0.235], [0.830, -4.570, 1.195], [0.330, -2.076, 0.906], [1.270, -1.139, 1.099], [0.704, 0.263, 1.813], [2.581, -1.509, 0.466], [3.845, -0.852, 0.392], [4.936, -1.522, -0.204], [4.763, -2.824, -0.650], [3.584, -3.506, -0.472], [2.527, -2.846, 0.111], [3.966, 0.161, 0.806], [5.885, -0.970, -0.277], [5.609, -3.319, -1.080], [3.432, -4.528, -0.746]], "mulliken_spin": [0.04, 0.05, 0.19, 0.01, 0.06, 0.13, 0.01, -0.01, 0.01, 0.00, 2.37, 0.42, 0.18, 0.11, 0.23, 0.00, 0.07, 0.06, 0.00, -0.01, 0.00, 0.01, 0.00, 0.01, 0.00, 0.03, 0.00, 0.02, 0.00, 0.00, 0.00, 0.00, 0.00, 0.00, 0.00, 0.00, 0.00, 0.00], "spin_multiplicity": 5, "homo_energy_ha": [-0.14063, -0.15873], "s_squared": 6.037, "charge": -1, "energy_ev": -152778.0777, "fmax_ev_per_a": 3.8, "lumo_energy_ev": [2.9314, 2.1648]}